Formula: C31H73ClF6N8O9P3S2
Source: the OMol25 dataset
Level of theory: wB97M-V/def2-TZVPD

```
133
C31H73ClF6N8O9P3S2, DFT wB97M-V/def2-TZVPD
C -3.2371 -0.9029 3.2259
C -1.9602 -1.0236 2.3881
C -1.0574 0.2140 2.0565
C -1.9437 1.4751 2.0520
C 0.3405 0.3080 2.8056
P -0.6341 0.6207 4.5767
O -0.4774 2.2765 4.4480
Cl 0.1417 0.3079 6.4517
N 1.0905 1.6032 2.3439
S 2.4076 2.1680 3.6119
C 1.9713 3.8663 3.8545
O 3.6967 2.0732 3.0431
O 2.1169 1.4103 4.7664
C 1.6116 1.6295 0.8623
P 0.0578 1.4759 -0.3855
N 0.4727 2.3846 -1.7261
O 0.2890 -0.0890 -0.8571
C 2.2861 3.0288 0.4739
F 3.3419 3.3524 1.2337
F 2.8008 2.8654 -0.7433
C 1.3766 4.3389 0.4949
F 1.2824 4.9245 -0.6826
F 1.8773 5.2337 1.3598
F 0.1358 4.0284 0.9501
C 2.7305 0.5229 0.8348
C 3.0172 -0.0402 -0.5846
C 4.4392 0.1294 -1.1294
C 5.0763 -1.1635 -1.5763
F 4.3379 0.9390 -2.2745
N 2.6283 -0.4443 1.9238
C 3.8626 -0.8678 2.6250
C 5.2080 -0.4835 2.0191
C 6.3151 -0.9050 3.0132
S 7.2323 0.4828 3.7534
C 1.3605 -0.9219 2.4952
C 0.7288 -1.9827 1.4765
N 1.7075 -2.7164 0.6960
C 1.1197 -3.1222 -0.5811
P 1.6064 -2.1221 3.9309
N 2.2099 -3.4740 3.5052
O 0.1195 -2.1695 4.5642
O 2.3791 -1.3329 5.0648
H -3.8400 -1.7912 3.0311
H -3.0522 -0.8843 4.2970
H -3.8481 -0.0429 2.9604
H -1.3831 -1.8596 2.7595
H -2.2953 -1.3730 1.4043
H -0.8214 0.0413 1.0203
H -2.6576 1.3632 1.2332
H -2.5278 1.6014 2.9604
H -1.4147 2.4012 1.8388
H -1.2985 2.7068 4.7258
H 0.3840 2.3401 2.4113
H 1.6590 3.9050 4.8946
H 1.1637 4.2043 3.2146
H 2.8912 4.4168 3.6741
H -0.3656 2.5920 -2.2589
H 1.2136 2.0564 -2.3373
H -0.4739 -0.3758 -1.3845
H 3.6176 1.1113 1.0512
H 2.7273 -1.0835 -0.6280
H 2.4249 0.4830 -1.3256
H 5.0839 0.6887 -0.4508
H 6.0741 -0.9925 -1.9742
H 5.1015 -1.8942 -0.7678
H 4.4652 -1.5824 -2.3786
H 3.8726 -0.4682 3.6387
H 3.8497 -1.9587 2.6760
H 5.2978 0.5874 1.8701
H 5.3745 -1.0229 1.0887
H 7.0680 -1.5152 2.5204
H 5.8951 -1.4779 3.8371
H 6.4911 0.5829 4.8611
H 0.0984 -2.6951 2.0204
H 0.0817 -1.4715 0.7766
H 1.9655 -3.5416 1.2239
H 1.1316 -2.2715 -1.2605
H 0.0820 -3.4752 -0.4931
H 1.7001 -3.9209 -1.0404
H 1.6711 -4.2989 3.7415
H -0.4089 -2.8638 4.1451
H 2.0287 -1.5201 5.9488
C 1.9337 -2.7902 -6.6036
C 2.2482 -3.5936 -5.3464
C 1.0106 -4.0464 -4.5649
O 0.3755 -3.0235 -3.8230
C -0.5255 -2.1877 -4.5257
N 3.1824 -2.8324 -4.5124
H 1.6543 -1.7645 -6.3609
H 2.8130 -2.7440 -7.2442
H 1.1199 -3.2433 -7.1724
H 2.7632 -4.5080 -5.6567
H 1.3327 -4.7833 -3.8236
H 0.2841 -4.5395 -5.2246
H -1.0822 -2.7482 -5.2842
H -0.0157 -1.3479 -5.0067
H -1.2201 -1.8011 -3.7807
H 3.5011 -3.4124 -3.7416
H 2.6668 -2.0710 -4.0779
C -4.4774 -1.9340 -4.0870
C -4.0214 -2.7284 -2.8678
C -5.1640 -3.2502 -1.9906
O -5.7824 -2.2678 -1.1843
C -6.7807 -1.4906 -1.8202
N -3.0674 -1.9191 -2.1000
H -4.7924 -0.9270 -3.8123
H -3.6578 -1.8352 -4.7983
H -5.3080 -2.4272 -4.5936
H -3.4832 -3.6111 -3.2281
H -4.7483 -3.9779 -1.2886
H -5.9138 -3.7717 -2.5991
H -7.3414 -2.0863 -2.5466
H -6.3643 -0.6163 -2.3268
H -7.4650 -1.1474 -1.0457
H -2.6686 -2.4889 -1.3583
H -3.5962 -1.1972 -1.6157
C -2.7580 4.7078 -1.3755
C -4.2020 4.3595 -1.7124
C -5.2257 4.8802 -0.6992
O -5.2566 4.1648 0.5234
C -4.2924 4.5434 1.4800
N -4.2867 2.9070 -1.9030
H -2.3854 4.0525 -0.5845
H -2.1283 4.5533 -2.2525
H -2.6377 5.7441 -1.0559
H -4.4467 4.8312 -2.6685
H -6.2229 4.7621 -1.1280
H -5.0749 5.9499 -0.5047
H -4.0927 5.6192 1.4423
H -3.3456 4.0074 1.3505
H -4.6970 4.2977 2.4621
H -5.2028 2.6591 -2.2644
H -4.2471 2.4752 -0.9831
```

Results
**2S+1**: 1
**Lowest unoccupied orbital energy**: -0.0876 Eh
**HOMO level**: -10.74 eV
**Charge**: +1

***

Formula: C31H74AlN4O11
Source: the OMol25 dataset
Level of theory: wB97M-V/def2-TZVPD

```
121
C31H74AlN4O11, DFT wB97M-V/def2-TZVPD
C -3.9690 1.1064 1.3266
C -2.9941 0.4151 1.0567
C -1.9200 -0.4172 0.6743
Al -2.6255 -2.3609 0.7157
C -4.3180 -2.5327 1.8357
C -5.1931 -3.6971 1.3569
N -6.6056 -3.3307 1.1902
C -7.3132 -3.2540 2.4562
C -7.3873 -4.5376 3.2926
C -7.2695 -3.8951 0.1148
C -8.6353 -4.4876 0.3477
O -6.7962 -3.9103 -1.0179
C -1.2411 -3.6343 1.5380
C -1.4819 -5.1335 1.4104
N -2.2884 -5.6735 2.4838
N -0.1526 -5.8133 1.4984
N -2.1479 -5.4386 0.1642
H -4.9468 1.4215 1.5173
H -1.0654 -0.2262 1.3086
H -1.6584 -0.1630 -0.3389
H -3.0474 -2.7302 -0.8006
H -4.8845 -1.6207 1.8207
H -4.0232 -2.7234 2.8616
H -4.8292 -4.0713 0.4179
H -5.1002 -4.5029 2.0730
H -6.8268 -2.4911 3.0394
H -8.3081 -2.9031 2.2702
H -6.8779 -4.4104 4.2304
H -8.4059 -4.8071 3.5164
H -6.9289 -5.3718 2.7954
H -9.3304 -3.7304 0.6618
H -8.9684 -4.8834 -0.5904
H -8.6035 -5.2638 1.0895
H -0.2504 -3.4404 1.1457
H -1.1819 -3.4619 2.6046
H -1.6998 -6.2368 3.0747
H -2.6554 -4.9263 3.0466
H -0.3572 -6.8075 1.4652
H 0.3343 -5.6197 0.6349
H -1.5420 -5.2871 -0.6230
H -2.5788 -6.3477 0.1623
C 1.5988 -6.6756 -2.0288
O 0.8575 -5.4885 -2.2420
C 1.5550 -4.5185 -3.0049
C 1.0960 -4.5004 -4.4428
O 1.4123 -5.7079 -5.1208
C 0.3134 -6.5935 -5.2289
H 0.9113 -7.4277 -1.6448
H 2.0463 -7.0434 -2.9556
H 2.3877 -6.5088 -1.2860
H 2.6342 -4.6921 -2.9519
H 1.3469 -3.5412 -2.5589
H 1.6080 -3.6870 -4.9665
H 0.0208 -4.3076 -4.4859
H -0.4016 -6.2364 -5.9783
H -0.2016 -6.7164 -4.2739
H 0.7027 -7.5591 -5.5481
C 2.6549 -2.7206 1.4270
O 1.7243 -1.6937 1.6958
C 1.1962 -1.7390 3.0116
C 1.8558 -0.7119 3.8979
O 3.2190 -1.0088 4.1537
C 4.1556 -0.3660 3.3176
H 3.1551 -2.4700 0.4914
H 3.4054 -2.8048 2.2183
H 2.1449 -3.6842 1.3105
H 1.3038 -2.7426 3.4318
H 0.1255 -1.5268 2.9439
H 1.3582 -0.7036 4.8723
H 1.7465 0.2819 3.4514
H 4.2342 0.7004 3.5557
H 3.9166 -0.4752 2.2582
H 5.1159 -0.8423 3.5146
C -1.3778 5.5495 2.1816
O -0.7919 4.7144 1.2060
C -1.7250 3.8230 0.5921
C -2.1566 4.3221 -0.7639
O -2.9008 5.5330 -0.6831
C -2.1428 6.6841 -0.9827
H -0.6546 6.3284 2.4240
H -2.2936 6.0188 1.8132
H -1.6062 4.9840 3.0920
H -2.5916 3.6664 1.2351
H -1.2309 2.8562 0.4712
H -2.8080 3.5709 -1.2178
H -1.2845 4.4556 -1.4125
H -1.9465 6.7546 -2.0597
H -1.1917 6.6941 -0.4448
H -2.7277 7.5514 -0.6786
C 5.6650 2.7377 1.5529
O 4.4448 2.1609 1.1363
C 3.4315 3.1170 0.8566
C 3.3011 3.3537 -0.6286
O 4.4797 3.9424 -1.1722
C 5.3139 3.0098 -1.8311
H 6.4272 1.9609 1.5059
H 5.9631 3.5665 0.9058
H 5.5939 3.0964 2.5870
H 3.6400 4.0587 1.3733
H 2.4844 2.7249 1.2376
H 2.4713 4.0418 -0.8053
H 3.0760 2.4138 -1.1395
H 4.8902 2.7257 -2.8014
H 5.4673 2.1102 -1.2311
H 6.2765 3.4919 -1.9981
C 3.3534 6.5565 -2.7286
O 3.1377 7.9561 -2.8360
C 3.9553 8.7193 -1.9705
C 5.1352 9.3253 -2.6947
O 6.0386 8.3398 -3.1652
C 5.8851 8.0383 -4.5380
H 2.8545 6.0843 -3.5736
H 4.4140 6.3038 -2.7539
H 2.9188 6.1708 -1.8032
H 4.3038 8.1090 -1.1320
H 3.3395 9.5299 -1.5663
H 5.6869 9.9668 -1.9995
H 4.7827 9.9478 -3.5230
H 6.2829 8.8481 -5.1612
H 4.8387 7.8647 -4.7976
H 6.4527 7.1315 -4.7381
```

Results
**2S+1**: 1
**Lowest unoccupied orbital energy**: 0.0764 Eh
**HOMO level**: -4.71 eV
**Charge**: -1

***

Formula: C31H75BN3O20
Source: the OMol25 dataset
Level of theory: wB97M-V/def2-TZVPD

```
130
C31H75BN3O20, DFT wB97M-V/def2-TZVPD
O 3.8381 3.3125 1.5117
C 3.1191 2.4441 1.0622
O 2.7022 2.3424 -0.2738
B 1.6788 1.2771 -0.2426
O 2.0414 0.3476 0.8478
C 2.6060 1.1182 1.7383
O 2.5857 0.9441 2.9958
O 1.7606 0.4850 -1.4729
C 0.6637 0.6383 -2.1446
O 0.3310 0.0792 -3.2470
C -0.2429 1.5917 -1.2639
O 0.3612 1.8921 -0.1454
O -1.3823 1.9728 -1.4393
C -1.4009 6.6809 5.3732
C -1.3374 5.1630 5.0294
C -2.3952 4.4891 5.9397
C -2.5687 3.0690 5.6238
C -2.9917 2.8405 4.2257
C -1.9227 3.4581 3.2505
N -1.7470 4.8888 3.6065
O -0.9983 5.6161 2.6917
C -0.6257 2.6583 3.2306
C -2.5159 3.4378 1.7871
C 0.0602 4.7952 5.4718
H -0.5580 7.2307 4.9545
H -1.1975 6.8429 6.4317
H -2.3686 7.0778 5.0664
H -1.8915 4.2856 6.8846
H -3.3698 4.9711 6.0164
H -3.4484 2.7316 6.1719
H -1.7247 2.4257 5.8727
H -3.9896 3.2544 4.0804
H -3.1475 1.8052 3.9226
H 0.3094 3.2166 3.1864
H -0.5604 2.1505 4.1929
H -0.6682 1.8789 2.4698
H -1.8663 3.9790 1.0992
H -2.6632 2.4116 1.4504
H -3.4063 4.0654 1.7501
H 0.7828 4.9625 4.6731
H 0.0410 3.7434 5.7573
H 0.2712 5.4482 6.3187
H -0.1649 5.1448 2.7612
C -3.9332 -1.8492 -5.4848
C -3.0843 -2.5044 -4.3239
C -3.6728 -3.8504 -3.9066
C -3.3233 -4.8196 -4.9781
C -1.8836 -5.1292 -5.1059
C -1.0613 -3.7849 -5.3931
N -1.6093 -2.6433 -4.6540
O -1.0890 -1.4057 -5.1036
C 0.4601 -3.9889 -4.9234
C -1.1085 -3.4926 -6.8798
C -3.0735 -1.6409 -2.9950
H -4.9649 -2.0552 -5.2000
H -3.7910 -2.5260 -6.3273
H -3.7245 -0.7878 -5.6186
H -3.3676 -4.2290 -2.9311
H -4.7528 -3.7033 -3.9219
H -3.7094 -4.4114 -5.9121
H -3.8842 -5.7455 -4.8508
H -1.8620 -5.8372 -5.9344
H -1.5340 -5.6607 -4.2209
H 0.4211 -4.4071 -3.9176
H 0.8985 -4.8137 -5.4851
H 1.0234 -3.0623 -5.0345
H -2.0923 -3.1277 -7.1750
H -0.4133 -2.6731 -7.0619
H -0.9227 -4.3470 -7.5307
H -3.0938 -0.5868 -3.2719
H -2.1612 -1.6983 -2.4013
H -4.0275 -1.7673 -2.4830
H -0.7631 -0.9965 -4.2987
C -0.5882 -1.1042 2.2267
C -0.3627 -2.6507 1.6975
C -1.4820 -3.1194 0.6976
C -1.1493 -4.2732 -0.1976
C 0.2575 -4.1175 -0.8496
C 1.3927 -3.7645 0.2160
N 0.9604 -2.6215 1.0467
O 1.9324 -2.3372 1.9732
C 1.7362 -5.0378 1.1301
C 2.6967 -3.4602 -0.6537
C -0.4752 -3.3914 3.0940
H -0.5497 -0.4103 1.3869
H 0.0886 -0.8604 3.0456
H -1.5319 -0.7519 2.6431
H -2.3671 -3.3776 1.2790
H -1.8476 -2.3934 -0.0286
H -1.9855 -4.3086 -0.8959
H -1.0268 -5.2474 0.2757
H 0.0928 -3.3618 -1.6177
H 0.5704 -5.0178 -1.3785
H 2.4458 -4.7940 1.9208
H 0.8017 -5.2455 1.6513
H 2.1794 -5.8118 0.5036
H 2.9508 -2.4164 -0.8381
H 3.5711 -3.9131 -0.1862
H 2.5159 -4.0008 -1.5828
H -1.4892 -3.2046 3.4473
H 0.2781 -3.1865 3.8548
H -0.4711 -4.4811 3.1197
H 2.1598 -1.4267 1.7708
O 2.4418 -0.3039 -4.9189
H 1.8047 -0.3934 -4.2102
H 3.2802 -0.5337 -4.5183
O 5.3585 2.7519 3.7540
H 4.6379 2.3293 4.2212
H 4.9600 3.5175 3.3402
O 5.3307 -0.0586 2.2839
H 5.0286 0.1053 1.3905
H 4.5273 -0.1625 2.7937
O -0.3080 4.1627 -2.8974
H -0.7970 4.0130 -2.0882
H 0.1575 4.9855 -2.7477
O 6.6530 2.7614 0.9949
H 7.3134 3.1936 0.4533
H 5.8812 2.7035 0.4317
O 2.0190 5.6649 -1.0776
H 1.9419 5.1618 -0.2670
H 2.7274 6.2859 -0.9083
O -1.7623 1.3995 -6.1834
H -1.2361 0.9171 -5.5457
H -1.5213 2.3161 -6.0492
O 4.8675 0.1592 -0.5911
H 4.0127 -0.2420 -0.7479
H 5.3630 -0.0110 -1.3922
O 3.7568 1.3106 5.2564
H 3.1363 1.2111 4.5344
H 3.2232 1.2195 6.0458
```

Results
**2S+1**: 1
**Relative energy (zero: lowest compared OMol25 entry of this formula, charge and spin)**: 124.0 kcal/mol
**Lowest unoccupied orbital energy**: 0.0594 Eh
**HOMO level**: -6.03 eV
**Charge**: -1